## A
13
Properties=species:S:1:pos:R:3:mulliken_charge:R:1 method="wB97M-V/def2-TZVPD" e_homo_ev=-9.17 orbital_gap_ha=0.3621 charge=0
O -1.427 -0.603 0.207 -0.076
O -0.148 2.178 1.617 -0.614
N 0.303 -1.464 -1.009 -0.574
N 1.322 0.749 0.596 -0.324
C -0.992 0.765 -0.153 -0.489
C -0.890 -1.677 -0.343 -0.302
C 0.096 1.310 0.790 0.549
H 0.232 -2.197 0.044 0.390
H 1.455 0.048 -0.130 0.265
H 2.097 1.065 1.165 0.222
H -0.654 0.765 -1.196 0.370
H -1.889 1.373 -0.026 0.238
H 0.495 -2.312 -1.561 0.345

## B
13
Properties=species:S:1:pos:R:3:mulliken_charge:R:1 method="wB97M-V/def2-TZVPD" smiles="[H]/N=C(/NC=O)OC" e_homo_ev=-10.12 orbital_gap_ha=0.3965 charge=0
O -0.653 0.740 -0.985 -0.338
O 1.560 -0.246 2.891 -0.522
N 0.429 -0.069 0.912 -0.100
N 1.538 0.005 -1.122 -0.692
C 0.480 0.199 -0.458 0.643
C -1.853 -0.013 -0.846 -0.656
C 1.578 -0.199 1.684 0.006
H -0.419 0.114 1.429 0.199
H -1.731 -1.014 -1.271 0.322
H -2.612 0.527 -1.412 0.230
H 1.381 0.287 -2.085 0.265
H 2.488 -0.239 1.069 0.375
H -2.187 -0.091 0.196 0.268

Most stable: B (next structure +307.1 kJ/mol)

## A
13
Properties=species:S:1:pos:R:3:mulliken_charge:R:1 method="wB97M-V/def2-TZVPD" smiles="NC(=O)NCC=O" e_homo_ev=-9.59 orbital_gap_ha=0.3691 charge=0
O -1.973 1.886 -1.159 -0.426
O 2.335 -1.219 -0.049 -0.640
N 0.206 -2.037 -0.022 -0.400
N 0.657 0.164 0.402 -0.168
C -0.689 0.660 0.509 -0.597
C 1.139 -1.023 0.036 0.559
C -0.892 1.632 -0.709 0.223
H 1.325 0.899 0.494 0.214
H -0.669 -1.825 -0.344 0.191
H -0.674 1.386 1.280 0.265
H -1.407 -0.124 0.561 0.327
H -0.032 2.457 -0.808 0.216
H 0.674 -2.855 -0.189 0.237

## B
13
Properties=species:S:1:pos:R:3:mulliken_charge:R:1 method="wB97M-V/def2-TZVPD" e_homo_ev=-9.13 orbital_gap_ha=0.3658 charge=0
O 0.046 -1.097 -1.509 -0.692
O -0.947 -0.759 1.407 -0.335
N 1.580 0.474 -0.765 -0.540
N -1.059 0.732 -0.245 -0.400
C 0.416 -0.335 -0.615 0.808
C 0.453 -0.682 0.874 -0.536
C -1.656 0.094 0.685 0.051
H -2.714 0.226 0.921 0.393
H 1.521 1.455 -0.526 0.206
H 0.909 0.117 1.460 0.261
H -1.605 1.110 -1.005 0.238
H 1.039 -1.608 0.964 0.301
H 2.017 0.273 -1.645 0.244

## C
13
Properties=species:S:1:pos:R:3:mulliken_charge:R:1 method="wB97M-V/def2-TZVPD" e_homo_ev=-8.47 orbital_gap_ha=0.3415 charge=0
O 1.035 0.471 0.875 -0.351
O -2.122 -0.880 1.145 -0.529
N -1.600 0.663 -0.493 -0.345
N 1.525 -0.282 -1.254 -0.647
C 0.025 -0.526 1.013 -0.605
C -1.271 -0.196 0.462 0.497
C 1.772 0.444 -0.240 0.153
H -0.870 0.955 -1.130 0.228
H 2.604 1.149 -0.151 0.387
H 0.353 -1.463 0.556 0.210
H -2.569 0.880 -0.674 0.254
H 2.261 -0.159 -1.947 0.223
H -1.142 -1.055 1.838 0.526

## D
13
Properties=species:S:1:pos:R:3:mulliken_charge:R:1 method="wB97M-V/def2-TZVPD" smiles="[H]/N=C(/NO)C(C)=O" e_homo_ev=-8.82 orbital_gap_ha=0.3447 charge=0
O -1.393 1.695 1.650 -0.430
O -0.613 -1.792 -0.546 -0.485
N -0.078 -0.501 1.833 -0.871
N -0.731 1.257 0.552 -0.232
C 1.001 -0.423 -1.671 -1.037
C 0.033 -0.774 -0.534 0.410
C -0.176 0.009 0.671 0.774
H -0.893 1.411 2.469 0.374
H -1.010 1.523 -0.464 0.310
H 0.504 0.015 -2.580 0.297
H 1.673 -1.249 -1.983 0.318
H -0.046 -1.497 1.902 0.244
H 1.730 0.325 -1.299 0.330

Most stable: A (next structure +85.2 kJ/mol)

## A
13
Properties=species:S:1:pos:R:3:mulliken_charge:R:1 method="wB97M-V/def2-TZVPD" e_homo_ev=-10.18 orbital_gap_ha=0.4004 charge=0
O -0.232 -0.462 -1.244 -0.319
O 0.286 0.685 0.737 -0.345
N -0.389 -1.451 -0.128 -0.301
N -1.075 -0.646 2.149 -0.620
C -0.481 -0.501 1.002 0.455
C 1.021 1.682 -1.471 -1.118
C 0.762 0.476 -0.573 0.532
H 1.773 0.073 -0.239 0.187
H 1.550 1.281 -2.461 0.277
H 0.162 2.335 -1.711 0.328
H -1.756 -1.476 1.935 0.249
H 1.691 2.350 -0.889 0.324
H -1.425 -1.614 -0.472 0.352

## B
13
Properties=species:S:1:pos:R:3:mulliken_charge:R:1 method="wB97M-V/def2-TZVPD" smiles="CNC(=O)C(N)=O" e_homo_ev=-8.98 orbital_gap_ha=0.3595 charge=0
O -0.114 1.592 0.370 -0.611
O 1.832 -1.497 0.112 -0.610
N 2.554 0.648 -0.112 -0.346
N -0.750 -0.551 -0.223 -0.258
C 1.625 -0.308 0.020 0.450
C -2.376 -0.251 -0.053 -0.740
C 0.008 0.410 0.207 0.475
H -2.718 -0.599 0.919 0.275
H 2.248 1.608 -0.139 0.226
H 3.539 0.440 -0.031 0.240
H -2.511 0.819 -0.179 0.327
H -0.479 -1.507 -0.034 0.296
H -2.858 -0.805 -0.857 0.277

Most stable: B (next structure +325.4 kJ/mol)

## A
13
Properties=species:S:1:pos:R:3:mulliken_charge:R:1 method="wB97M-V/def2-TZVPD" smiles="N[C@]1(NC=O)CO1" e_homo_ev=-9.58 orbital_gap_ha=0.3785 charge=0
O -0.608 0.521 2.128 -0.526
O 0.322 -1.660 -0.801 -0.476
N 1.298 0.387 -1.330 -0.583
N -0.850 0.567 -0.173 -0.171
C 0.625 -1.265 0.548 -0.710
C -1.218 0.839 1.132 -0.054
C 0.355 -0.281 -0.502 0.901
H -0.218 -1.453 1.202 0.247
H 1.606 -1.455 0.981 0.293
H 1.070 1.369 -1.332 0.260
H -2.183 1.384 1.223 0.343
H -1.459 1.030 -0.847 0.247
H 1.307 0.022 -2.281 0.230

## B
13
Properties=species:S:1:pos:R:3:mulliken_charge:R:1 method="wB97M-V/def2-TZVPD" smiles="O=C1COC=N1.N" e_homo_ev=-9.84 orbital_gap_ha=0.3885 charge=0
O -1.497 1.041 0.881 -0.562
O 1.555 -0.411 1.210 -0.352
N -1.122 -0.244 -1.496 -0.726
N 0.665 1.245 -0.061 -0.660
C -0.441 0.552 0.589 0.940
C 0.163 -0.746 1.111 -0.290
C 1.694 0.675 0.427 0.042
H -0.402 0.367 -1.874 0.275
H -2.012 0.241 -1.544 0.222
H 2.722 0.995 0.296 0.395
H -1.175 -1.115 -2.004 0.232
H -0.227 -1.043 2.080 0.261
H 0.078 -1.556 0.385 0.222

Most stable: B (next structure +65.9 kJ/mol)

## A
19
Properties=species:S:1:pos:R:3:mulliken_charge:R:1 method="wB97M-V/def2-TZVPD" e_homo_ev=-7.32 orbital_gap_ha=0.2951 charge=0
O -1.582 -1.500 -1.543 -0.426
N 0.762 -1.517 -1.481 -0.625
N 1.143 0.649 0.103 -0.438
N -0.690 1.368 -1.130 -1.134
C -0.508 0.247 -0.360 1.440
C 1.611 0.732 1.481 -0.905
C -1.301 0.016 0.917 -1.644
C -0.365 -1.029 -1.179 0.091
H 1.016 1.463 2.027 0.318
H 1.518 -0.236 1.972 0.323
H -2.315 -0.277 0.644 0.423
H -1.525 1.895 -0.889 0.163
H 0.725 -2.339 -2.082 0.229
H -1.490 -2.273 -2.118 0.337
H 2.660 1.036 1.513 0.340
H -1.358 0.941 1.490 0.395
H 1.694 -0.002 -0.459 0.366
H -0.862 -0.769 1.533 0.374
H 0.866 1.595 -0.440 0.371

## B
19
Properties=species:S:1:pos:R:3:mulliken_charge:R:1 method="wB97M-V/def2-TZVPD" e_homo_ev=-9.02 orbital_gap_ha=0.3596 charge=0
O -1.143 -1.918 0.108 -0.611
N 2.962 -0.327 -0.136 -0.591
N -0.900 0.285 0.784 -0.107
N -2.963 -0.425 -0.380 -0.448
C 1.510 -0.542 -0.537 -0.091
C -1.683 -0.750 0.282 0.521
C -0.762 1.640 -0.134 -0.719
C 0.700 -0.147 0.756 -1.365
H -1.285 1.781 -1.190 0.266
H -1.071 2.671 0.450 0.278
H 0.493 1.869 -0.091 0.274
H 0.850 -1.072 1.421 0.262
H 1.320 0.588 1.049 0.825
H 0.985 -1.688 -0.747 0.228
H -3.341 0.468 -0.192 0.227
H -3.841 -1.020 -0.308 0.273
H 1.127 0.078 -1.493 0.253
H 3.737 -0.771 -0.805 0.248
H 3.305 -0.720 1.164 0.277

## C
19
Properties=species:S:1:pos:R:3:mulliken_charge:R:1 method="wB97M-V/def2-TZVPD" e_homo_ev=-8.79 orbital_gap_ha=0.3351 charge=0
O -3.210 -0.869 -0.545 -0.391
N -0.858 -1.181 0.692 -0.693
N -2.930 0.549 -0.589 -0.287
N 1.889 -0.930 -0.671 -0.705
C -0.754 0.256 0.727 0.284
C -1.590 0.916 -0.298 -0.485
C 0.897 0.612 0.731 -0.613
C 1.423 0.374 -0.722 -0.555
H 1.025 1.791 0.872 0.273
H -1.366 0.535 1.734 0.244
H -0.443 -1.557 1.513 0.270
H 2.441 -0.783 -1.562 0.267
H -0.236 -1.379 -0.062 0.308
H -1.487 2.101 -0.101 0.231
H 2.154 1.143 -1.188 0.405
H 3.140 -0.921 -0.322 0.288
H -2.257 -1.285 -0.180 0.455
H 1.514 0.065 1.473 0.373
H 0.647 0.562 -1.504 0.332

Most stable: A (next structure +345.1 kJ/mol)

## A
19
Properties=species:S:1:pos:R:3:mulliken_charge:R:1 method="wB97M-V/def2-TZVPD" smiles="[H]/N=C(/C)[C@H](O)NCN" e_homo_ev=-9.07 orbital_gap_ha=0.3625 charge=0
O -1.542 0.124 0.572 -0.625
N 0.717 -0.053 1.188 -0.412
N 1.036 -1.318 -1.420 -0.764
N 0.155 2.226 1.156 -0.586
C -1.315 -1.473 -1.735 -1.271
C -0.406 -0.687 0.518 -0.214
C -0.108 -1.150 -0.924 0.867
C 1.100 1.237 0.652 -0.498
H -1.023 -1.732 -2.748 0.361
H -1.990 -0.620 -1.734 0.297
H -1.842 -2.307 -1.276 0.300
H 0.179 2.235 2.171 0.226
H 1.500 -0.690 1.251 0.276
H 0.386 3.152 0.817 0.213
H -1.233 1.038 0.727 0.527
H 2.139 1.436 0.963 0.389
H 1.823 -1.090 -0.813 0.222
H -0.630 -1.611 1.086 0.312
H 1.053 1.282 -0.450 0.381

## B
19
Properties=species:S:1:pos:R:3:mulliken_charge:R:1 method="wB97M-V/def2-TZVPD" smiles="[H]/N=C(/N)N[C@H](O)CC" e_homo_ev=-9.17 orbital_gap_ha=0.3576 charge=0
O -1.197 1.230 1.112 -0.545
N 0.858 0.098 0.948 -0.360
N 2.174 -0.975 -0.732 -0.767
N 2.683 1.178 -0.145 -0.462
C -0.451 0.339 0.350 0.150
C -1.258 -0.939 0.152 -0.277
C 1.873 0.058 -0.057 0.432
C -2.380 -0.722 -0.856 -1.244
H -1.663 -1.225 1.123 0.285
H -0.160 0.739 -0.696 0.151
H 1.541 -1.749 -0.600 0.283
H -3.073 0.032 -0.493 0.281
H -0.586 -1.726 -0.191 0.195
H -2.926 -1.648 -1.017 0.361
H -0.789 2.104 1.097 0.363
H 1.041 0.795 1.663 0.297
H 3.617 0.982 -0.479 0.284
H 2.670 1.825 0.630 0.207
H -1.973 -0.395 -1.810 0.366

Most stable: B (next structure +29.9 kJ/mol)